# 1
The following is a DFT calculation (ωB97M-V/def2-TZVPD) of the ion C3H4N3S with charge +1 in a non-equilibrium geometry.

Results
**LUMO energy (spin up / spin down)**: -0.26586 / -0.26219 hartree
**Energy above the lowest of the compared OMol25 structures with the same formula, charge and spin**: 117.0 kcal/mol
**Orbital gap (spin up / spin down)**: 5.71 / 6.23 eV
**E_tot**: -678.64913 Ha
**Total charge**: +1
**HOMO level (spin up / spin down)**: -0.47564 / -0.49124 Ha

Last column: Mulliken charge in e.
CARTESIAN COORDINATES (ANGSTROEM)
C  -0.65  -0.14  0.75  -0.642
C  0.58  -0.10  0.01  1.028
C  -0.88  2.12  1.09  0.141
N  -1.35  0.93  1.11  0.082
N  1.27  0.93  -0.22  -0.600
N  1.02  -1.36  -0.51  -0.322
S  0.01  -2.65  -0.93  -0.017
H  -1.08  -1.05  0.77  0.362
H  -2.23  0.75  1.64  0.364
H  2.03  1.17  -0.83  0.280
H  2.05  -1.27  -0.95  0.324


# 2
The following is a DFT calculation (ωB97M-V/def2-TZVPD) of the molecule C6H10O in a non-equilibrium geometry.

Results
**SMILES string**: C[C@@H]1CO[C@@H]2C[C@H]12
**LUMO energy**: 0.03961 hartree
**Energy above the lowest of the compared OMol25 structures with the same formula, charge and spin**: 57.5 kcal/mol
**Orbital gap**: 10.17 eV
**E_tot**: -309.75077 Ha
**HOMO level**: -0.33424 Ha

Last column: Mulliken charge in e.
CARTESIAN COORDINATES (ANGSTROEM)
C  0.76  -0.28  1.53  -1.258
C  1.03  0.00  0.06  0.326
C  0.69  1.45  -0.35  -0.602
O  -0.71  1.46  -0.59  -0.428
C  -1.05  0.19  -1.03  0.134
C  -1.61  -0.90  -0.19  -0.921
C  -0.01  -0.82  -0.81  -0.527
H  -0.31  -0.38  1.64  0.221
H  1.08  0.52  2.20  0.378
H  1.22  -1.23  1.81  0.320
H  2.09  -0.18  -0.19  0.435
H  1.23  1.77  -1.26  0.288
H  0.90  2.18  0.44  0.302
H  -1.53  0.13  -2.00  0.388
H  -1.59  -1.19  0.84  0.278
H  -2.59  -1.19  -0.60  0.302
H  0.38  -1.55  -1.51  0.365


# 3
The following is a DFT calculation (ωB97M-V/def2-TZVPD) of a cluster of 7 separate species, C30H78NO29P7 in total in a non-equilibrium geometry.

Results
**SMILES string**: CCCCCCN([PH2]=O)C(=O)OCCOC(=O)CC.COP(=O)(OC)OC.COP(=O)(OC)OC.COP(=O)(OC)OC.COP(=O)(OC)OC.COP(=O)(OC)OC.COP(=O)(OC)OC
**LUMO energy**: -0.06421 hartree
**Energy above the lowest of the compared OMol25 structures with the same formula, charge and spin**: 0.0 kcal/mol
**Orbital gap**: 7.95 eV
**E_tot**: -5816.16379 Ha
**HOMO level**: -0.35638 Ha

Last column: Mulliken charge in e.
CARTESIAN COORDINATES (ANGSTROEM)
C  -1.39  4.05  -1.66  -1.239
C  -2.18  3.09  -0.75  -0.515
C  -1.32  1.85  -0.49  1.098
C  -2.10  0.70  0.18  -0.913
C  -2.06  -0.64  -0.55  -0.302
C  -0.68  -1.29  -0.66  -1.048
N  0.15  -0.72  -1.75  0.613
P  -0.36  -1.05  -3.33  0.338
O  0.68  -0.80  -4.34  -0.647
C  1.53  -1.00  -1.56  0.149
O  2.13  -1.88  -2.09  -0.538
O  2.14  -0.12  -0.71  -0.147
C  2.45  1.08  -1.43  0.220
C  2.47  2.30  -0.54  -0.797
O  3.59  2.36  0.33  -0.433
C  3.54  1.55  1.44  0.517
O  4.57  1.05  1.81  -0.592
C  2.24  1.36  2.17  0.617
C  2.39  0.64  3.52  -1.279
H  -2.02  4.82  -2.09  0.400
H  -0.54  4.47  -1.11  0.249
H  -0.98  3.48  -2.49  0.296
H  -3.02  2.74  -1.35  0.404
H  -2.48  3.57  0.17  0.348
H  -0.87  1.57  -1.43  -0.154
H  -0.52  2.14  0.19  -0.514
H  -3.15  1.00  0.20  0.380
H  -1.79  0.54  1.21  0.331
H  -2.67  -1.33  0.04  0.075
H  -2.58  -0.55  -1.51  0.309
H  -0.17  -1.18  0.29  0.385
H  -0.82  -2.36  -0.81  0.307
H  -0.95  -2.32  -3.37  0.060
H  -1.41  -0.13  -3.52  0.047
H  1.68  1.26  -2.18  0.435
H  3.41  1.03  -1.94  0.133
H  1.51  2.44  -0.03  0.009
H  2.56  3.15  -1.21  0.394
H  1.58  0.77  1.53  -0.422
H  1.74  2.31  2.32  0.389
H  2.03  -0.38  3.44  0.339
H  1.77  1.17  4.24  0.373
H  3.40  0.67  3.90  0.245
C  6.87  2.12  3.22  -0.727
O  7.26  2.44  4.57  -0.380
P  6.73  3.79  5.21  1.181
O  5.27  3.74  5.27  -0.693
O  7.25  4.84  4.06  -0.362
C  8.43  4.66  3.28  -0.774
O  7.17  4.75  6.44  -0.273
C  8.51  4.64  6.98  -0.623
H  6.50  1.10  3.22  0.294
H  6.09  2.79  2.86  0.394
H  7.74  2.16  2.57  0.242
H  8.15  4.64  2.22  0.290
H  8.96  3.74  3.52  0.370
H  9.09  5.51  3.43  0.276
H  9.25  4.92  6.22  0.265
H  8.71  3.63  7.34  0.287
H  8.58  5.33  7.81  0.236
C  -2.40  -2.78  5.53  -0.483
O  -2.84  -3.44  4.34  -0.498
P  -3.71  -2.62  3.23  1.259
O  -2.71  -1.55  2.93  -0.628
O  -4.83  -2.15  4.35  -0.376
C  -5.40  -3.02  5.31  -1.039
O  -4.76  -2.14  2.02  -0.300
C  -5.67  -3.10  1.44  -0.832
H  -1.33  -2.99  5.63  0.271
H  -2.55  -1.70  5.47  0.332
H  -2.91  -3.19  6.40  0.074
H  -5.18  -2.63  6.31  0.391
H  -5.01  -4.03  5.24  0.449
H  -6.48  -3.04  5.19  0.389
H  -6.37  -3.47  2.19  0.336
H  -5.12  -3.94  1.01  0.361
H  -6.22  -2.60  0.65  0.308
C  3.59  1.26  -4.68  -0.795
O  3.33  2.68  -4.65  0.094
P  3.81  3.57  -5.88  0.759
O  3.13  3.11  -7.09  -0.765
O  5.39  3.15  -5.89  -0.394
C  6.15  2.80  -4.74  -0.708
O  4.10  5.14  -6.15  -0.124
C  4.29  6.02  -5.02  -0.754
H  2.66  0.75  -4.44  0.251
H  3.95  0.93  -5.65  0.462
H  4.32  1.02  -3.91  0.298
H  6.54  1.80  -4.87  0.292
H  5.56  2.84  -3.82  0.265
H  6.99  3.49  -4.65  0.292
H  5.18  5.73  -4.45  0.296
H  3.42  6.00  -4.36  0.317
H  4.42  7.02  -5.40  0.263
C  -8.40  -6.56  -3.32  -0.665
O  -8.45  -7.35  -2.12  -0.441
P  -7.67  -6.82  -0.82  1.151
O  -8.31  -5.53  -0.51  -0.675
O  -6.21  -6.62  -1.53  -0.287
C  -5.68  -7.48  -2.54  -0.828
O  -7.01  -7.20  0.63  -0.203
C  -6.71  -8.58  0.93  -0.686
H  -9.43  -6.45  -3.67  0.251
H  -7.97  -5.58  -3.14  0.346
H  -7.83  -7.08  -4.08  0.267
H  -5.47  -6.89  -3.43  0.298
H  -6.35  -8.29  -2.79  0.377
H  -4.73  -7.89  -2.19  0.269
H  -5.94  -8.97  0.25  0.304
H  -7.60  -9.20  0.87  0.309
H  -6.33  -8.62  1.94  0.218
C  -2.93  -6.79  10.81  -0.703
O  -3.48  -6.71  9.48  -0.402
P  -3.99  -5.30  8.95  1.052
O  -2.85  -4.38  8.93  -0.731
O  -5.02  -4.93  10.16  -0.410
C  -5.77  -5.88  10.90  -0.741
O  -4.97  -4.77  7.78  -0.029
C  -5.91  -5.72  7.22  -0.745
H  -1.98  -7.32  10.73  0.259
H  -2.77  -5.80  11.23  0.359
H  -3.60  -7.37  11.44  0.273
H  -5.52  -5.78  11.96  0.285
H  -5.59  -6.90  10.59  0.363
H  -6.83  -5.65  10.80  0.260
H  -6.62  -6.05  7.98  0.291
H  -5.38  -6.59  6.81  0.373
H  -6.45  -5.23  6.42  0.252
C  4.58  6.16  -8.90  -0.683
O  4.46  6.31  -10.32  -0.397
P  3.58  7.51  -10.88  1.101
O  4.19  8.77  -10.44  -0.711
O  2.20  7.20  -10.07  -0.370
C  1.75  5.89  -9.70  -0.727
O  2.83  7.87  -12.27  -0.256
C  2.55  6.81  -13.20  -0.609
H  5.64  6.04  -8.67  0.358
H  4.19  7.03  -8.37  0.393
H  4.07  5.26  -8.58  0.188
H  1.64  5.84  -8.62  0.229
H  2.44  5.11  -10.02  0.395
H  0.77  5.71  -10.15  0.305
H  1.86  6.08  -12.77  0.265
H  3.47  6.30  -13.51  0.281
H  2.09  7.26  -14.08  0.241


# 4
The following is a DFT calculation (ωB97M-V/def2-TZVPD) of the molecule C5H9NO.

Results
**LUMO energy (spin up / spin down)**: -0.01186 / -0.01185 hartree
**Energy above the lowest of the compared OMol25 structures with the same formula, charge and spin**: 80.2 kcal/mol
**Orbital gap (spin up / spin down)**: 8.76 / 8.76 eV
**E_tot**: -325.80977 Ha
**HOMO level (spin up / spin down)**: -0.33377 / -0.33379 Ha

Last column: Mulliken charge in e.
CARTESIAN COORDINATES (ANGSTROEM)
C  -0.18  -0.60  1.41  -1.509
C  -0.32  0.00  0.02  1.776
C  -1.69  -0.25  -0.59  -1.476
C  0.22  1.32  -0.16  -0.799
O  2.44  0.81  -0.30  -0.557
C  1.97  -0.23  -0.79  0.107
N  0.69  -0.53  -0.95  -0.626
H  -0.35  -1.68  1.37  0.335
H  -0.91  -0.15  2.09  0.354
H  0.82  -0.41  1.81  0.371
H  -2.49  0.15  0.04  0.353
H  -1.76  0.19  -1.59  0.364
H  -1.83  -1.33  -0.70  0.340
H  0.03  1.84  -1.09  0.359
H  0.73  1.86  0.63  0.233
H  2.64  -0.99  -1.20  0.377